Computed, not measured: a gas-phase ion, C12H10FIN2O (charge +2), with ωB97M-V/def2-TZVPD.

Gap between HOMO and LUMO (hartree): 0.3237
Charge: +2
HOMO (eV): -16.57
E_tot (eV): -28433.284

Geometry (Å):
O1 5.292 -1.616 1.142
C1 4.520 -1.246 0.343
F1 3.787 -2.142 -0.446
C2 4.151 0.279 0.071
N1 2.651 0.304 -0.058
C3 2.063 0.185 -1.302
C4 0.588 0.164 -1.422
C5 -0.226 0.248 -0.199
C6 -1.768 0.195 -0.138
C7 -2.666 1.366 -0.242
C8 -4.117 1.169 -0.124
N2 -4.710 -0.065 0.094
I1 -6.783 -0.155 0.259
C9 -3.909 -1.199 0.177
C10 -2.438 -1.125 0.071
C11 0.480 0.395 1.114
C12 1.944 0.407 1.127
H1 4.651 0.607 -0.888
H2 4.484 0.909 0.940
H3 2.735 0.092 -2.197
H4 0.097 0.074 -2.426
H5 -2.219 2.377 -0.389
H6 -4.794 2.052 -0.194
H7 -4.350 -2.221 0.324
H8 -1.804 -2.043 0.155
H9 -0.089 0.494 2.072
H10 2.432 0.496 2.136

---

Computed, not measured: 2 unconnected molecules or ions with the total composition C12H10N2O4, with ωB97M-V/def2-TZVPD.

Gap between HOMO and LUMO (hartree): 0.3400
SMILES: O=[N+]([O-])c1ccccc1.O=[N+]([O-])c1ccccc1
Energy relative to the best compared isomer or geometry (same formula, charge and spin) (eV): 2.408
Charge: 0
HOMO (eV): -9.93
E_tot (eV): -23769.336

Geometry (Å):
O1 -2.749 4.353 0.041
N1 -2.238 3.455 0.709
O2 -1.948 3.472 1.896
C1 -1.956 2.181 0.016
C2 -1.965 2.077 -1.366
C3 -1.799 0.846 -2.081
C4 -1.480 -0.295 -1.398
C5 -1.326 -0.195 -0.025
C6 -1.560 0.948 0.653
H1 -2.312 2.908 -1.962
H2 -2.172 0.794 -3.094
H3 -1.528 -1.282 -1.835
H4 -0.779 -0.969 0.492
H5 -1.520 0.954 1.732
O3 2.074 1.237 -1.345
N2 2.074 0.964 -0.207
O4 2.158 1.821 0.654
C7 2.031 -0.490 0.129
C8 1.898 -0.803 1.498
C9 1.648 -2.127 1.883
C10 1.550 -3.201 1.046
C11 1.609 -2.925 -0.364
C12 1.857 -1.630 -0.771
H6 1.934 -0.009 2.229
H7 1.550 -2.423 2.916
H8 1.524 -4.215 1.416
H9 1.573 -3.788 -1.013
H10 1.851 -1.659 -1.850